{
  "formula": "C7H14Cl2ORu",
  "method": "wB97M-V/def2-TZVPD",
  "charge": -1,
  "lumo_ha": [0.1223, 0.0271],
  "s2": 8.77,
  "spin_multiplicity": 6,
  "e_tot_ev": -37154.952,
  "elements": ["Ru", "Cl", "Cl", "C", "H", "H", "C", "C", "H", "C", "H", "C", "H", "H", "C", "H", "H", "C", "H", "H", "H", "H", "O", "H", "H"],
  "positions_angstrom": [[-1.064, 0.871, 0.482], [0.299, 2.492, -0.232], [-1.694, 1.337, 2.750], [2.498, -1.692, -1.680], [2.520, -2.264, -0.739], [3.001, -0.725, -1.682], [-1.810, 0.126, -1.024], [1.622, -1.958, -2.647], [-1.493, -0.975, -1.086], [1.243, -0.988, -3.806], [1.252, -2.959, -2.843], [0.698, 0.406, -3.496], [2.247, -0.794, -4.254], [0.566, -1.417, -4.573], [-0.833, 0.703, -3.522], [1.221, 0.830, -2.653], [1.072, 1.047, -4.310], [-2.049, 0.489, -2.483], [-0.900, 1.781, -3.741], [-1.117, 0.219, -4.470], [-2.573, 1.448, -2.421], [-2.747, -0.253, -2.933], [-0.744, -1.063, 1.521], [-1.508, -1.554, 1.188], [-0.997, -0.764, 2.419]],
  "mulliken_spin": [2.554, 0.118, 0.054, 1.015, 0.027, 0.000, 0.226, 0.698, 0.037, 0.106, 0.038, 0.062, 0.062, 0.003, 0.008, 0.001, -0.018, -0.017, -0.005, 0.004, -0.002, 0.007, 0.031, -0.008, -0.002]
}


{
  "formula": "C7H14ClN2OS",
  "method": "wB97M-V/def2-TZVPD",
  "charge": 1,
  "lumo_ha": -0.1091,
  "spin_multiplicity": 1,
  "e_tot_ev": -35864.210,
  "elements": ["C", "C", "C", "C", "C", "C", "C", "N", "N", "O", "S", "Cl", "H", "H", "H", "H", "H", "H", "H", "H", "H", "H", "H", "H", "H", "H"],
  "positions_angstrom": [[0.521, 0.333, -0.003], [-0.892, -1.943, -0.192], [-1.609, -0.521, -0.528], [-0.902, -3.144, -1.075], [1.104, 2.592, -0.075], [2.712, 0.955, 0.824], [-2.599, -0.135, 0.646], [-0.683, 0.499, -0.616], [1.483, 1.242, 0.199], [-2.287, -0.712, -1.735], [0.741, -1.278, 0.522], [-2.915, 1.583, 0.815], [-1.344, -2.269, 0.773], [-0.432, -2.973, -2.089], [-1.984, -3.284, -1.312], [-0.462, -3.995, -0.562], [-0.004, 2.500, -0.180], [1.251, 3.198, 0.802], [1.729, 2.988, -1.003], [2.711, 1.360, 1.839], [2.889, -0.019, 1.085], [3.581, 1.298, 0.229], [-2.013, -0.318, 1.531], [-3.543, -0.691, 0.728], [-0.914, 1.400, -1.142], [-2.921, -0.095, -2.101]],
  "lowdin_charge": [-0.515, -0.421, -0.582, -0.082, -0.007, -0.055, -0.496, 0.040, -0.200, 0.037, 1.121, 0.651, 0.105, 0.113, 0.110, 0.090, 0.078, 0.100, 0.162, 0.122, 0.030, 0.131, 0.060, 0.105, 0.183, 0.122]
}


{
  "formula": "C7H14MnN3O",
  "method": "wB97M-V/def2-TZVPD",
  "charge": 1,
  "lumo_ha": [-0.1440, -0.1482],
  "s2": 3.88,
  "spin_multiplicity": 4,
  "e_tot_ev": -45315.550,
  "elements": ["C", "Mn", "N", "H", "H", "H", "H", "H", "H", "H", "H", "N", "C", "O", "C", "C", "C", "N", "C", "C", "H", "H", "H", "H", "H", "H"],
  "positions_angstrom": [[-2.715, -2.048, -0.419], [-1.767, -1.060, -1.686], [-0.827, 0.242, -2.905], [-2.791, -0.877, -2.706], [-0.849, 1.223, -2.625], [-2.108, -1.908, -2.957], [-3.592, -2.318, -0.930], [-2.850, -1.431, 0.401], [-2.105, -2.908, -0.327], [0.169, 0.006, -2.984], [-1.180, 0.226, -3.867], [2.701, 2.338, 2.936], [2.715, 1.019, 2.502], [3.541, 0.221, 2.933], [1.630, 0.621, 1.545], [0.533, 1.435, 1.232], [-0.470, 0.956, 0.378], [-0.395, -0.309, -0.108], [0.673, -1.089, 0.130], [1.695, -0.648, 0.969], [3.502, 2.625, 3.498], [2.208, 3.062, 2.429], [0.403, 2.423, 1.657], [-1.329, 1.577, 0.080], [0.704, -2.061, -0.363], [2.503, -1.316, 1.188]],
  "mulliken_spin": [-0.270, 3.425, -0.014, -0.128, 0.007, -0.139, 0.047, 0.015, 0.028, 0.005, 0.008, 0.000, 0.000, 0.001, 0.003, -0.001, 0.012, -0.022, 0.010, 0.001, 0.000, 0.000, 0.000, 0.007, 0.005, -0.001]
}


{
  "formula": "C7H14N",
  "method": "wB97M-V/def2-TZVPD",
  "charge": 1,
  "smiles": "CC(C)(C)[N+]1(C)C=C1",
  "lumo_ha": -0.1342,
  "spin_multiplicity": 1,
  "e_tot_ev": -8964.924,
  "elements": ["C", "C", "C", "C", "C", "C", "C", "N", "H", "H", "H", "H", "H", "H", "H", "H", "H", "H", "H", "H", "H", "H"],
  "positions_angstrom": [[1.913, -0.704, 0.578], [1.693, -0.869, -0.681], [-0.744, -1.694, -0.105], [-1.122, 0.258, 1.389], [-1.354, 0.498, -1.142], [1.470, 1.759, -0.143], [-0.578, -0.202, 0.018], [0.898, 0.144, -0.120], [2.146, -0.980, 1.537], [1.878, -1.343, -1.675], [-0.359, -2.170, 0.760], [-1.781, -1.910, -0.226], [-0.110, -1.876, -0.914], [-2.029, -0.193, 1.556], [-1.405, 1.263, 1.432], [-0.399, -0.019, 2.207], [-1.192, 1.456, -1.216], [-1.201, -0.121, -2.021], [-2.352, 0.358, -0.940], [2.513, 1.744, -0.105], [1.036, 2.241, -0.972], [1.079, 2.362, 0.783]],
  "lowdin_charge": [0.138, 0.023, -0.009, 0.000, 0.028, 0.136, -0.504, -0.091, 0.120, 0.177, 0.094, 0.113, 0.055, 0.065, 0.070, 0.117, 0.028, 0.107, 0.076, 0.063, 0.058, 0.135]
}


{
  "formula": "C7H14N",
  "method": "wB97M-V/def2-TZVPD",
  "charge": 1,
  "lumo_ha": -0.1203,
  "spin_multiplicity": 1,
  "e_tot_ev": -8967.943,
  "elements": ["C", "C", "C", "C", "H", "H", "H", "H", "H", "H", "C", "C", "C", "N", "H", "H", "H", "H", "H", "H", "H", "H"],
  "positions_angstrom": [[3.014, 0.079, -0.689], [2.123, 1.067, -0.600], [1.194, 1.423, -1.679], [0.272, 2.370, -1.521], [3.135, -0.494, -1.602], [3.708, -0.122, 0.116], [2.050, 1.617, 0.335], [1.315, 0.886, -2.613], [-0.394, 2.681, -2.315], [0.198, 2.897, -0.574], [-2.654, -0.457, 1.181], [-1.387, -1.234, 1.073], [-0.989, -2.318, 1.704], [-0.438, -0.645, 0.084], [-3.352, -0.978, 1.827], [-2.456, 0.532, 1.602], [-3.113, -0.319, 0.200], [-0.029, -2.784, 1.529], [-1.630, -2.780, 2.441], [-0.831, -0.557, -0.859], [0.433, -1.175, 0.020], [-0.167, 0.311, 0.339]],
  "lowdin_charge": [0.021, -0.230, -0.217, 0.016, 0.072, 0.067, 0.110, 0.111, 0.068, 0.070, -0.022, -0.341, 0.120, 0.223, 0.099, 0.099, 0.095, 0.086, 0.094, 0.172, 0.150, 0.137]
}


{
  "formula": "C7H14N",
  "method": "wB97M-V/def2-TZVPD",
  "charge": 1,
  "smiles": "C=CC(=C)[C@@H](C)[NH2+]C",
  "lumo_ha": -0.1243,
  "spin_multiplicity": 1,
  "e_tot_ev": -8967.091,
  "elements": ["C", "C", "C", "C", "C", "C", "C", "N", "H", "H", "H", "H", "H", "H", "H", "H", "H", "H", "H", "H", "H", "H"],
  "positions_angstrom": [[-2.249, 0.113, -1.561], [-0.847, -1.515, 1.336], [-1.878, -0.723, -0.665], [-0.821, -0.635, 0.368], [0.109, 1.459, 1.716], [1.490, -0.630, -1.413], [0.135, 0.597, 0.400], [1.527, 0.193, -0.095], [-3.162, -0.045, -2.157], [-1.962, 1.064, -1.704], [-0.191, -1.363, 2.148], [-1.428, -2.472, 1.283], [-2.340, -1.691, -0.560], [0.677, 0.919, 2.536], [-0.884, 1.514, 2.041], [0.565, 2.341, 1.495], [0.875, -0.264, -2.200], [2.536, -0.686, -1.918], [1.086, -1.591, -1.132], [-0.349, 1.326, -0.379], [2.169, -0.307, 0.520], [2.106, 1.011, -0.512]],
  "lowdin_charge": [0.035, 0.094, -0.150, -0.303, -0.001, 0.009, -0.246, 0.055, 0.095, 0.022, 0.063, 0.113, 0.110, 0.111, 0.079, 0.044, 0.083, 0.142, 0.089, 0.166, 0.176, 0.212]
}